Formula: C19H21NO4
Source: OMol25
Level of theory: ωB97M-V with the def2-TZVPD basis set

Geometry as XYZ:
```
45
Properties=species:S:1:pos:R:3:forces:R:3:nbo_charge:R:1
H -2.75637 1.77326 -3.96523 -2.11 2.39 -3.75 0.20
C -1.62137 -2.23562 -0.33958 -1.70 -3.30 -3.16 0.25
O 3.80028 3.21810 0.69886 0.26 4.68 -3.19 -0.48
N -2.21658 -1.60579 -1.33945 -1.64 -11.48 3.90 -0.42
C -1.15001 0.38946 -1.01274 4.58 -6.58 9.38 0.07
C -1.46305 2.09915 -2.11707 -5.65 7.02 -9.09 -0.12
H 0.04699 -0.83816 3.25930 0.08 -1.39 0.24 0.21
H 3.86421 0.56614 2.79168 -0.76 2.17 -3.20 0.15
H -1.39650 -3.53227 -2.91138 -1.17 -2.83 1.67 0.21
H 1.44827 -1.13099 2.61433 -0.31 -1.71 -0.80 0.23
H -2.21638 -5.01806 -3.28976 -1.37 -2.02 -3.31 0.19
H 0.23856 -3.09851 1.31878 -0.46 -0.24 1.29 0.20
H 4.81258 2.91602 2.39191 -0.39 0.93 1.88 0.19
H -2.99560 -5.47461 -1.02216 -0.73 -3.19 1.57 0.21
H -1.58818 3.29959 -2.35164 1.00 -2.89 0.75 0.19
C -0.31726 -2.27044 1.87963 -0.57 -5.47 -6.03 -0.42
C -0.80885 1.65500 -1.11590 -3.57 -3.30 -3.88 -0.26
C 4.46520 2.42207 1.54302 4.98 -2.43 -1.34 -0.06
C -2.36063 1.36295 -3.17306 5.48 -2.82 8.23 -0.19
C 0.17238 0.60922 1.34522 -2.08 2.03 2.20 0.80
C -1.82253 -0.54285 -1.71751 1.40 11.12 -3.47 0.08
C -0.71275 -1.64151 0.52303 -0.45 0.63 4.35 -0.08
H -0.98171 -4.21103 0.31215 -1.37 0.12 -2.30 0.24
O 1.67238 0.55874 0.77716 -6.24 1.17 2.51 -0.52
C 3.61723 1.25830 1.59696 1.12 -1.44 9.44 -0.38
C 0.55398 -1.79168 2.83942 2.28 7.69 3.65 -0.65
O 1.71888 3.56737 -0.08930 -2.49 2.97 -3.02 -0.53
H -0.69844 -5.24046 -2.22932 -3.29 1.49 -0.57 0.19
H -1.17069 -2.76014 2.32588 -0.45 -0.05 -0.03 0.23
H 5.57628 2.09429 1.10445 -2.76 0.85 0.44 0.17
C -1.84773 -3.76409 -0.34672 -2.40 0.10 8.02 -0.38
C 2.23891 1.60902 1.46483 0.58 3.09 1.14 -0.08
H -2.66748 -3.86105 0.81457 1.96 0.44 -2.75 0.17
C -2.40223 0.03010 -2.84706 0.71 3.83 -0.58 -0.15
H -0.28467 2.24706 -0.63774 5.07 4.96 5.34 0.22
H 0.80253 -2.29782 3.73988 -0.06 -1.28 0.27 0.24
C -2.70699 -4.56897 -1.34594 5.22 2.88 1.17 -0.44
H 3.87064 0.51102 1.04162 1.62 -4.05 -4.12 0.22
H -3.04084 -0.58495 -3.25830 -3.15 -3.17 -2.94 0.20
O -0.34697 1.37300 2.30257 4.18 -4.66 -6.37 -0.55
C 2.51889 3.01147 0.50354 0.63 -5.83 5.11 0.81
C -0.60328 -0.33932 0.43231 0.20 5.43 -3.83 -0.07
C -1.79512 -4.64403 -2.46454 6.52 2.27 -1.01 -0.56
H -3.52024 -4.03284 -1.56470 -3.20 2.25 -0.92 0.22
H 1.78665 1.86558 2.55195 0.49 -0.36 -2.90 0.24
```
Forces are in eV/Å.

HOMO-LUMO gap = 0.30072 Ha
Calculated total energy = -1091.796759 a.u.
Total charge = 0

=====

Formula: C19H22AlBrFGdO4S
Source: OMol25
Level of theory: ωB97M-V with the def2-TZVPD basis set

Geometry as XYZ:
```
50
Properties=species:S:1:pos:R:3:forces:R:3:mulliken_spin:R:1
H -0.23162 0.63386 2.63770 -0.50 -0.11 -0.33 0.00
H 3.62548 1.30417 4.66270 -0.18 -0.46 0.41 0.00
H 0.64555 2.14500 0.92296 0.12 -0.75 -0.29 0.00
H 0.95072 -3.01396 4.85742 0.29 0.42 0.13 0.01
C 0.93033 -1.84116 2.42610 0.35 0.22 0.53 0.06
H 1.45688 2.69626 -4.28230 -0.42 -0.33 0.17 0.00
Br -0.73563 4.20510 0.20381 0.23 0.34 -0.03 0.00
H -0.77430 -1.53523 3.76935 -0.08 -0.25 -0.56 0.00
H 1.08799 -2.93323 2.34016 -0.26 0.41 0.18 0.02
C 3.04832 0.37613 4.74129 -1.61 -1.04 -3.16 0.14
H -1.26476 3.60921 -2.47587 0.52 -0.34 0.04 0.00
H 2.09399 -2.14366 7.00348 0.25 0.39 -0.30 0.00
S -2.23149 -1.63972 -0.55608 -1.83 0.89 0.29 0.00
C 0.80237 1.82882 -0.13963 -1.26 0.58 -0.07 0.00
Gd -4.34156 -0.15905 -5.14306 0.06 0.84 -0.30 6.67
C -0.36520 2.98925 -2.27878 -0.54 -0.73 0.21 0.00
C -0.28588 1.84577 -3.26084 0.66 -0.57 -1.39 -0.01
H 1.32275 -1.37712 1.50372 -0.28 -0.05 0.40 0.00
C 2.20103 -1.58817 6.06839 -1.35 -0.71 -2.58 -0.07
H 1.62534 0.89108 -6.01763 -0.20 0.22 0.48 0.00
H -0.02176 -0.98211 -5.99122 0.13 0.34 0.29 0.01
C 0.73708 1.86622 -4.25882 -0.23 0.25 0.58 -0.02
O -1.60791 1.76074 -0.49039 0.58 -1.40 -0.72 0.00
C -2.03623 -1.44033 -4.24742 1.21 0.03 -0.50 -0.06
C 1.53842 -2.08914 4.87787 1.52 1.53 2.09 0.28
C 0.86559 0.87989 -5.22962 -1.20 -1.32 -0.09 0.00
C 2.91051 -0.37757 5.95436 0.09 -0.42 0.78 0.27
C -0.60207 -1.49600 2.66880 0.06 0.16 0.50 0.04
O 0.67729 0.44579 -0.39467 -0.32 -0.25 0.48 0.00
C -0.06454 -0.19195 -5.23254 -0.06 0.57 0.39 0.05
F -1.18692 -2.83952 -0.93859 -0.91 0.32 -0.23 0.00
H 3.39607 -0.00634 6.86590 -0.18 -0.02 -0.46 0.01
C 1.66126 -1.31886 3.64878 -0.30 -0.13 -1.72 0.19
H -2.02680 -1.92981 -5.24661 -0.08 0.07 0.33 -0.17
O -3.11318 -2.05264 0.49618 0.95 -0.89 0.59 0.00
H -1.78166 -2.17625 -3.46443 -0.68 0.28 -0.42 0.03
C -0.48091 2.46876 -0.82913 0.48 1.89 1.33 0.00
H -1.98054 0.72104 -2.51207 0.37 -0.06 -0.30 -0.06
C 2.38970 -0.10343 3.53653 1.09 0.48 3.23 0.01
H 1.77983 2.29156 -0.36862 -0.45 -0.40 -0.65 0.00
H -3.07537 -1.08004 -4.04381 1.08 -1.28 1.53 -0.48
Al -1.02086 0.19229 0.20575 1.80 1.38 0.94 0.00
H 2.43869 0.43477 2.58304 0.02 -0.29 0.49 0.00
C -0.97837 -0.06132 2.19637 -0.12 -0.33 -0.41 0.01
C -1.18922 0.75163 -3.27269 0.03 1.15 0.25 -0.15
H 0.52967 3.62514 -2.36661 -0.43 -0.23 0.08 0.00
H -1.20472 -2.30460 2.22217 0.16 0.42 0.14 0.01
C -1.07264 -0.25453 -4.23112 -0.08 -0.04 -1.34 0.23
O -3.06525 -1.26532 -1.70237 0.94 -0.45 -1.08 -0.06
H -1.97549 0.23858 2.58210 0.56 -0.30 0.09 0.00
```
Forces are in eV/Å.

HOMO-LUMO gap (spin up / spin down) = 0.14085 / 0.16274 Ha
Multiplicity = 8
⟨S²⟩ = 16.80
Calculated total energy = -5117.642847 a.u.
Total charge = +2

=====

Formula: C19H22BBrF10N3O5OsSe2
Source: OMol25
Level of theory: ωB97M-V with the def2-TZVPD basis set

Geometry as XYZ:
```
64
Properties=species:S:1:pos:R:3:forces:R:3:mulliken_spin:R:1
C 1.24669 -3.79145 -0.16485 -0.10 0.05 -0.08 -0.01
H -2.86928 2.96878 1.75119 -0.02 0.00 0.01 0.00
H 0.90136 1.72837 2.15301 -0.04 0.11 0.02 -0.02
Os 0.20602 0.54818 -0.35738 -0.29 0.43 0.08 2.68
F 2.84233 -5.62723 -0.48947 -0.03 0.01 0.01 0.00
H -2.27670 -0.72218 1.52180 0.02 -0.01 -0.03 0.02
C -3.60591 2.49200 -0.20214 -0.02 0.02 0.01 -0.01
C -2.36437 1.78203 -0.65990 -0.03 -0.01 -0.05 0.04
C 3.22942 2.35326 -0.06090 0.05 0.05 0.03 0.00
C 2.64603 2.11501 1.33366 0.01 0.08 0.04 -0.01
H 1.07261 -3.04498 1.83982 -0.02 0.00 -0.02 0.00
H 0.07175 -1.13849 -2.66780 0.00 0.01 0.01 -0.03
C 3.55590 1.05128 -0.78530 0.16 -0.03 -0.07 0.05
F 0.28113 -1.00871 4.15662 0.00 0.05 -0.01 0.00
B -0.25624 0.00443 3.39943 -0.07 0.06 -0.10 0.07
F -0.61005 -4.91200 -1.24883 0.00 -0.02 -0.03 0.00
F -1.62515 0.14791 3.57744 0.08 0.00 0.01 0.00
H -1.48028 -1.31309 -3.51875 0.00 0.02 -0.01 0.01
C 1.80232 -3.60768 1.25997 0.04 0.01 0.05 0.01
H 3.70875 1.23712 -1.85202 -0.07 0.00 0.00 0.00
H 1.91557 4.05220 -0.27862 -0.01 -0.02 0.01 0.01
N -4.78601 3.69889 1.49881 -0.03 -0.03 -0.06 0.00
H -3.00354 -3.16091 -1.81030 0.00 -0.04 0.00 0.00
Se 2.33619 -0.49485 -0.63461 -0.13 -0.38 0.00 0.36
C 2.34556 -4.48133 -1.02230 0.04 -0.04 0.01 0.00
C -3.70380 3.05350 1.06604 0.03 -0.02 0.05 0.00
O 1.23006 2.02063 1.27356 0.08 -0.02 0.06 0.09
C 2.31907 3.24842 -0.89530 0.06 0.13 0.04 0.05
O 5.31401 3.33165 -1.00330 -0.05 -0.01 0.04 0.00
C -3.11398 -2.15408 0.07508 0.01 -0.06 -0.02 -0.01
F -0.00693 -0.25913 1.99377 0.06 -0.20 0.14 0.11
O -2.26261 1.38560 -1.81700 0.03 0.08 0.09 0.04
F 3.40108 -3.65926 -1.17223 0.02 0.04 0.01 0.00
H -3.96017 -2.65183 0.51208 0.01 0.02 0.00 0.00
N -1.30934 -0.95740 -0.39157 0.11 -0.09 0.05 0.20
H 2.71345 -3.01381 1.20401 0.00 0.01 -0.03 -0.01
C 0.02586 -4.75015 -0.06622 0.00 0.01 0.02 0.00
H 2.90430 2.96521 1.97726 -0.03 -0.01 0.02 0.00
F 0.30924 -5.99731 0.37996 0.01 0.00 -0.01 0.00
F 0.40757 1.24548 3.66415 -0.03 -0.07 0.02 0.00
Se 0.79997 2.40245 -1.78686 0.00 0.06 -0.25 0.25
C -5.80982 3.25409 -0.60593 0.04 -0.01 0.02 0.00
O 0.85243 -2.65654 -0.76017 0.18 -0.21 0.13 0.08
F -0.88901 -4.24659 0.78165 -0.03 0.00 0.01 0.00
H 5.55010 2.47238 -1.36771 0.01 0.00 -0.01 0.00
H -0.53254 -2.74412 -2.98599 -0.03 0.02 0.01 0.00
H 5.13967 2.58360 0.92606 -0.01 0.00 0.00 0.00
H 2.90494 3.69133 -1.70077 0.01 0.00 0.01 0.01
H -4.62365 2.17204 -2.05648 0.00 -0.01 0.01 0.00
C -0.83828 -1.72815 -2.73897 -0.03 -0.03 -0.04 0.02
H 4.48560 0.63547 -0.38039 0.01 0.02 -0.02 0.01
H -6.70264 4.31180 1.03238 0.02 0.01 0.02 0.00
C 4.54720 3.11836 0.17160 0.05 0.01 -0.02 0.00
Br -7.34105 3.43856 -1.70642 -0.01 0.00 -0.02 0.00
F 1.92793 -4.79566 -2.26353 -0.04 0.00 0.00 0.00
C -1.55436 -1.71821 -1.44134 -0.01 -0.06 -0.06 -0.03
N -2.64808 -2.45520 -1.19213 0.05 0.06 0.04 0.00
C -4.68688 2.59589 -1.06355 0.00 0.03 -0.03 0.00
H 4.32566 4.11225 0.56509 0.00 0.00 0.00 0.00
O -1.46357 1.63422 0.25389 -0.03 -0.03 -0.06 -0.02
H 2.02657 -4.54944 1.76428 -0.02 -0.01 -0.03 0.00
C -2.27554 -1.21557 0.56527 0.02 0.01 0.00 0.03
H 3.07575 1.21140 1.77941 -0.02 -0.02 -0.04 -0.01
C -5.82226 3.79155 0.67181 -0.01 0.01 0.02 0.00
```
Forces are in eV/Å.

HOMO-LUMO gap (spin up / spin down) = 0.28129 / 0.22548 Ha
Multiplicity = 5
⟨S²⟩ = 6.02
Calculated total energy = -9769.106578 a.u.
Total charge = -1